# 1
A gas-phase ion, C30H26NO2 (charge +1). Source: the OMol25 dataset; level of theory: ωB97M-V/def2-TZVPD.

Positions of all 59 atoms, in Å:
1 C 1.96922 6.31161 -0.96421
2 C 1.48911 4.87339 -1.08332
3 C 1.35452 4.20676 -2.30863
4 C 1.00196 2.84998 -2.38536
5 C 0.85134 2.05370 -1.18781
6 C 0.65249 0.55690 -1.00799
7 C -0.75402 0.10994 -0.86466
8 C -1.81437 0.81053 -0.18290
9 C -2.89966 0.07520 0.32131
10 C -3.01299 -1.28518 -0.04375
11 O -3.90997 -2.16934 0.54944
12 C -5.26010 -1.78985 0.67995
13 C -6.21051 -2.37775 -0.16861
14 C -7.51304 -1.87773 -0.17594
15 C -7.87296 -0.85895 0.71464
16 C -6.94304 -0.35704 1.62674
17 C -5.63605 -0.83600 1.62362
18 C -2.21020 -1.80425 -1.06249
19 C -1.15340 -1.07024 -1.55614
20 C 0.67723 2.83599 -0.02123
21 C 1.11631 4.16097 0.06232
22 H 1.67949 6.74917 0.00540
23 H 3.06986 6.44183 -1.03490
24 H 1.53770 6.92682 -1.76952
25 H 1.54676 4.83004 -3.19703
26 H 0.91662 2.42961 -3.39770
27 H 1.12148 0.03274 -1.89142
28 H -1.79538 1.88702 0.04977
29 H -3.66022 0.55204 0.96745
30 H -5.90320 -3.16372 -0.86066
31 H -8.24962 -2.30244 -0.87431
32 H -8.89124 -0.45320 0.69353
33 H -7.22567 0.41993 2.35811
34 H -4.87986 -0.42313 2.29950
35 H -2.46731 -2.79323 -1.46328
36 H -0.57873 -1.45662 -2.39130
37 H 0.29438 2.31140 0.87468
38 H 1.15104 4.62074 1.04894
39 C 6.81695 -3.84278 0.83786
40 O 6.31363 -2.88267 -0.13871
41 C 5.11159 -2.26568 -0.00833
42 C 4.27162 -2.44067 1.04965
43 C 3.02200 -1.80851 1.11388
44 C 2.55513 -0.92568 0.05091
45 C 3.47847 -0.69866 -1.00992
46 C 4.67908 -1.38959 -1.03958
47 N 1.32733 -0.32374 0.17182
48 C 0.66240 -0.47116 1.31099
49 C 1.11590 -1.37035 2.32682
50 C 2.26694 -2.00958 2.24578
51 H 7.76639 -4.16729 0.41439
52 H 6.99354 -3.39365 1.82010
53 H 6.16055 -4.70962 0.96130
54 H 4.56086 -3.06465 1.86400
55 H 3.17349 0.01952 -1.77884
56 H 5.30080 -1.25074 -1.87624
57 H -0.30439 0.08730 1.52647
58 H 0.46282 -1.49476 3.16074
59 H 2.67691 -2.62466 3.01467

Cartesian forces (eV/Å) of the 3 atoms listed first:
0.1 0.2 -0.1
0.1 -0.3 0.6
-0.2 0.2 0.2

The total charge is +1. As for the SMILES: COc1ccc2c(ccc[n+]2[C@H](c2ccc(C)cc2)c2ccc(Oc3ccccc3)cc2)c1. The calculation puts the HOMO-LUMO gap at 7.2 eV. The calculation puts the HOMO energy at -11.0 eV. Its total energy is -1363.7239 Eh. The energy above the lowest of the compared OMol25 structures with the same formula, charge and spin comes out at 34.84 kcal per mole. As for the multiplicity: 1.

These are the Mulliken partial charges, in e, on atoms 1 to 6:
1. C -1.373
2. C 0.926
3. C -0.634
4. C -0.748
5. C 0.512
6. C -0.236

# 2
A single CH4N4S molecule. Source: the OMol25 dataset; level of theory: ωB97M-V/def2-TZVPD.

Positions of all 10 atoms, in Å:
1 C 0.41407 0.30230 -1.00805
2 N -0.99051 0.90809 -0.91948
3 N 0.47412 -0.64527 -0.00484
4 N 0.00008 -0.21773 1.22545
5 N -1.73333 0.74066 -0.05726
6 S 0.17822 -1.50013 2.29339
7 H 0.49052 -0.04368 -1.92506
8 H 1.00593 1.30520 -0.86284
9 H 0.16975 -1.57653 -0.30171
10 H -0.00886 0.72711 1.56041

Cartesian forces (eV/Å) of the 3 atoms listed first:
-0.8 4.3 4.7
-0.7 1.4 -1.9
1.9 0.2 -1.3

As for the expectation value of S²: 2.009. The calculation puts the HOMO-LUMO gap (spin up / spin down) at 7.7 / 7.7 eV. The calculation puts the HOMO energy (spin up / spin down) at -6.9 / -8.9 eV. Its total energy is -657.5306 Eh. The energy above the lowest of the compared OMol25 structures with the same formula, charge and spin comes out at 36.15 kcal per mole. As for the multiplicity: 3.

These are the Mulliken partial charges, in e, on atoms 1 to 6:
1. C -0.399
2. N 0.044
3. N -0.197
4. N -0.088
5. N -0.299
6. S -0.254

# 3
6 unconnected molecules or ions with the total composition C15H24Cl6O9. Source: the OMol25 dataset; level of theory: ωB97M-V/def2-TZVPD.

Positions of all 54 atoms, in Å:
1 C 5.84713 -2.15694 -8.31105
2 C 5.73971 -2.28203 -6.78247
3 O 4.40526 -2.78449 -6.57274
4 C 3.82600 -3.07281 -7.75724
5 O 2.78844 -3.62877 -7.88386
6 O 4.58853 -2.63110 -8.78572
7 H 6.63175 -2.76636 -8.75442
8 H 5.98132 -1.11865 -8.60599
9 H 5.76938 -1.30243 -6.30764
10 H 6.44644 -2.95787 -6.30798
11 C 2.05912 0.27063 -3.93656
12 C 3.34384 0.33531 -3.09904
13 O 4.26394 0.88934 -4.03876
14 C 3.79045 0.71723 -5.29538
15 O 4.39809 0.92700 -6.29025
16 O 2.53159 0.19911 -5.26452
17 H 1.47385 1.16683 -3.70593
18 H 1.42767 -0.57349 -3.66855
19 H 3.68633 -0.63370 -2.74494
20 H 3.20387 1.03162 -2.27453
21 C 2.48144 5.11580 -2.44207
22 C 3.39090 4.09378 -3.11258
23 O 3.83604 4.81350 -4.26162
24 C 2.89053 5.73293 -4.58303
25 O 2.83237 6.32835 -5.60413
26 O 2.02037 5.88755 -3.55228
27 H 3.03365 5.75970 -1.75775
28 H 1.65302 4.61601 -1.94623
29 H 2.83309 3.21205 -3.42890
30 H 4.23218 3.82187 -2.48376
31 Cl 6.33594 2.25791 -1.91895
32 C 6.38000 1.68251 -0.24297
33 C 4.98884 1.66502 0.37029
34 Cl 4.40538 3.31305 0.75496
35 H 6.97724 2.40155 0.31700
36 H 6.84398 0.70204 -0.18269
37 H 4.98928 1.10044 1.29841
38 H 4.26345 1.24413 -0.32045
39 Cl 4.92909 -1.86686 -0.25377
40 C 3.71504 -3.13193 0.07784
41 C 2.36977 -2.54631 0.42396
42 Cl 1.61017 -1.82094 -1.02247
43 H 4.11671 -3.76566 0.86930
44 H 3.66987 -3.79157 -0.78921
45 H 2.50148 -1.73506 1.13210
46 H 1.71419 -3.33723 0.77389
47 Cl -1.65264 1.08518 1.18708
48 C 0.00875 1.66466 1.41582
49 C 0.38969 2.71182 0.39560
50 Cl 0.44769 2.02143 -1.25136
51 H 0.67905 0.81018 1.38629
52 H 0.07878 2.12402 2.40234
53 H 1.39794 3.05344 0.62477
54 H -0.32923 3.52366 0.40494

Cartesian forces (eV/Å) of the 3 atoms listed first:
0.0 0.0 0.2
-0.6 0.4 0.1
0.4 -0.2 -0.1

As for the SMILES: O=C1OCCO1.O=C1OCCO1.O=C1OCCO1.ClCCCl.ClCCCl.ClCCCl. The calculation puts the HOMO-LUMO gap at 10.7 eV. The calculation puts the HOMO energy at -10.8 eV. Its total energy is -4024.3165 Eh. The energy above the lowest of the compared OMol25 structures with the same formula, charge and spin comes out at 0.00 kcal per mole. As for the multiplicity: 1.

These are the Mulliken partial charges, in e, on atoms 1 to 6:
1. C -0.292
2. C -0.050
3. O -0.353
4. C 0.712
5. O -0.530
6. O -0.356

# 4
A single C6H11N molecule. Source: the OMol25 dataset; level of theory: ωB97M-V/def2-TZVPD.

Positions of all 18 atoms, in Å:
1 C 1.61591 0.99770 -0.76358
2 C 0.18744 0.77262 -1.36371
3 C -0.97376 1.06617 -0.38326
4 C -1.23785 -0.10382 0.49955
5 C -0.24068 -0.48620 1.48424
6 N 0.75007 -1.38500 1.38516
7 C -0.25794 -2.26875 0.98547
8 H 1.56188 1.59184 0.14939
9 H 1.99483 0.00889 -0.51137
10 H 2.31809 1.48576 -1.43753
11 H 0.13276 -0.22931 -1.78525
12 H 0.21098 1.46384 -2.21707
13 H -1.81766 1.34956 -1.02979
14 H -0.70714 1.96081 0.19784
15 H -2.17517 -0.63713 0.63880
16 H -0.23698 -0.00893 2.48607
17 H -0.83669 -2.88145 1.69038
18 H -0.28807 -2.69661 -0.02535

Cartesian forces (eV/Å) of the 3 atoms listed first:
-0.6 -0.9 0.3
1.7 1.3 -0.4
0.5 -0.9 -2.2

The calculation puts the HOMO-LUMO gap at 6.2 eV. The calculation puts the HOMO energy at -7.2 eV. Its total energy is -289.7097 Eh. The energy above the lowest of the compared OMol25 structures with the same formula, charge and spin comes out at 164.42 kcal per mole. As for the multiplicity: 1.

These are the Mulliken partial charges, in e, on atoms 1 to 6:
1. C -1.056
2. C -0.491
3. C -0.627
4. C -0.517
5. C -0.149
6. N -0.510